--- one ---
ORCA calculation (ωB97M-V/def2-TZVPD) on C4H7IN2 in the gas phase.

2S+1   1
Lowest unoccupied orbital energy   -0.5 eV
Gap between HOMO and LUMO   0.327 Eh
E_HOMO   -9.43 eV
SMILES   [H]/N=N/[C@@H](I)CC=C

```
14
C4H7IN2, DFT ωB97M-V/def2-TZVPD
I 1.0871 2.3068 2.0678
H -0.1146 -1.6449 3.1542
H 0.9459 1.4409 -0.9254
C 0.6362 0.5585 -0.3624
C -0.0720 0.7499 0.9936
H 1.4236 -0.0553 -0.0690
N 0.2094 -0.4565 1.6918
N -0.5253 -0.8202 2.6387
C -0.4360 0.0166 -1.3293
H -0.9294 -1.3504 -2.9462
H -1.4412 0.5044 -1.3888
C -0.2947 -0.9860 -2.1251
H 0.7127 -1.2874 -2.3176
H -1.2017 1.0235 0.9178
```

natural (NBO) population analysis, charges in e, atoms 1 to 8: I 0.08; H 0.33; H 0.23; C -0.49; C -0.15; H 0.24; N -0.20; N -0.30


--- two ---
ORCA calculation (ωB97M-V/def2-TZVPD) on C4H7IN2 in the gas phase.

2S+1   1
Lowest unoccupied orbital energy   -0.2 eV
Gap between HOMO and LUMO   0.317 Eh
E_HOMO   -8.87 eV
SMILES   C/N=C/[C@@H]1CN1I

```
14
C4H7IN2, DFT ωB97M-V/def2-TZVPD
I 3.5201 -0.2401 0.5370
C 0.8437 1.2798 0.4541
H 0.1280 -0.4199 1.6759
H -1.6617 -2.0452 0.5686
N -0.6207 -0.4189 -0.2888
H 1.4202 2.3575 -1.5128
H -0.9425 -2.2365 -1.1659
H 1.2959 0.5333 -1.3444
C 0.0374 0.0611 0.6695
H 0.3517 2.0998 0.9149
C 1.3952 1.4913 -0.8618
C -1.4068 -1.6169 -0.4021
N 2.2390 1.4233 0.3216
H -2.3121 -1.3256 -0.9039
```

natural (NBO) population analysis, charges in e, atoms 1 to 8: I 0.22; C -0.15; H 0.16; H 0.18; N -0.40; H 0.21; H 0.22; H 0.21


Ordering by calculated energy gives the sequence two, one, with the first entry being the most stable.


--- one ---
ORCA calculation (ωB97M-V/def2-TZVPD) on 2 unconnected molecules or ions with the total composition C2H3Cl2PS.

2S+1   1
Lowest unoccupied orbital energy   0.6 eV
Gap between HOMO and LUMO   0.360 Eh
E_HOMO   -9.22 eV
SMILES   SP(Cl)Cl.C#C

```
9
C2H3Cl2PS, DFT ωB97M-V/def2-TZVPD
C 0.4223 1.0934 1.1413
H 2.1535 1.5565 1.2289
P 2.9154 -0.2932 -0.2813
H 0.6497 1.6372 1.9484
H -0.0488 -0.5811 -0.2183
S 3.4003 1.3830 0.8849
Cl 3.7512 0.1205 -2.0695
Cl 4.1310 -1.7074 0.4678
C 0.2145 0.0782 0.5189
```

natural (NBO) population analysis, charges in e, atoms 1 to 8: C -0.29; H 0.14; P 0.67; H 0.22; H 0.23; S -0.27; Cl -0.27; Cl -0.27


--- two ---
ORCA calculation (ωB97M-V/def2-TZVPD) on C2H3Cl2PS in the gas phase.

2S+1   1
Lowest unoccupied orbital energy   -0.1 eV
Gap between HOMO and LUMO   0.348 Eh
E_HOMO   -9.55 eV
SMILES   C=CP(=S)(Cl)Cl

```
9
C2H3Cl2PS, DFT ωB97M-V/def2-TZVPD
C 0.1168 -1.6000 0.3211
P 0.2336 1.1017 -0.3500
H -0.4297 -2.5807 0.6326
H 1.1082 -1.5687 -0.0037
S 1.8183 0.9558 -1.3910
H -1.7258 -0.3787 0.4389
Cl 0.5938 2.3404 1.3807
C -0.6065 -0.5243 0.2897
Cl -1.1086 2.2545 -1.3182
```

natural (NBO) population analysis, charges in e, atoms 1 to 8: C -0.33; P 1.07; H 0.23; H 0.23; S -0.46; H 0.25; Cl -0.29; C -0.49


--- three ---
ORCA calculation (ωB97M-V/def2-TZVPD) on 2 unconnected molecules or ions with the total composition C2H3Cl2PS.

2S+1   1
Lowest unoccupied orbital energy   -1.6 eV
Gap between HOMO and LUMO   0.243 Eh
E_HOMO   -8.20 eV

```
9
C2H3Cl2PS, DFT ωB97M-V/def2-TZVPD
Cl -2.4905 1.1143 -0.4496
H -1.3685 0.1297 1.3007
P 2.1343 -0.4681 0.5671
C -0.2586 -0.4729 -0.3848
S 3.3814 -1.2153 -0.6682
C -0.9778 0.6072 0.3787
H -0.0863 -0.2077 -1.3661
H -0.4675 -1.4098 -0.0629
Cl 0.1334 1.9226 0.6850
```

natural (NBO) population analysis, charges in e, atoms 1 to 8: Cl -0.04; H 0.22; P 0.52; C -0.52; S -0.33; C -0.27; H 0.21; H 0.20


--- four ---
ORCA calculation (ωB97M-V/def2-TZVPD) on a molecular structure, C2H3Cl2PS.

2S+1   1
Lowest unoccupied orbital energy   -1.2 eV
Gap between HOMO and LUMO   0.265 Eh
E_HOMO   -8.38 eV

```
9
C2H3Cl2PS, DFT ωB97M-V/def2-TZVPD
Cl -1.4365 2.1802 -0.7168
S -3.8102 -0.5417 0.8408
P -2.6777 -0.2591 -0.6875
H -0.9888 -0.1452 1.3728
C -0.0738 1.1700 -0.3336
Cl 1.1103 2.1113 0.7026
H 0.5267 0.9697 -1.3361
H -0.1349 -1.0424 -0.0372
C -0.5681 -0.1194 0.3532
```

natural (NBO) population analysis, charges in e, atoms 1 to 8: Cl 0.05; S -0.39; P 0.55; H 0.25; C -0.27; Cl -0.05; H 0.25; H 0.23


Ordering by calculated energy gives the sequence two, one, four, three, with the first entry being the most stable.


--- one ---
ORCA calculation (ωB97M-V/def2-TZVPD) on a molecular structure, CH3I2N.

2S+1   1
Lowest unoccupied orbital energy   -0.8 eV
Gap between HOMO and LUMO   0.287 Eh
E_HOMO   -8.64 eV

```
7
CH3I2N, DFT ωB97M-V/def2-TZVPD
I -1.5697 1.8111 0.0433
I -1.5905 -1.6963 0.0408
H 0.8649 -0.3340 1.0726
N -0.7251 0.0545 -0.4736
H 1.1964 -0.7817 -0.6448
H 1.0901 0.9715 0.0168
C 0.7339 -0.0252 -0.0551
```

Just the natural (NBO) charges please, in e? Sure, here they are: I 0.33; I 0.32; H 0.17; N -0.82; H 0.22; H 0.21; C -0.44


--- two ---
ORCA calculation (ωB97M-V/def2-TZVPD) on a molecular structure, CH3I2N.

2S+1   1
Lowest unoccupied orbital energy   -0.4 eV
Gap between HOMO and LUMO   0.316 Eh
E_HOMO   -9.03 eV

```
7
CH3I2N, DFT ωB97M-V/def2-TZVPD
H 0.4646 -1.6471 -0.1041
C 0.7355 -0.5855 0.1491
N -0.7725 0.2523 -0.8271
H -0.1909 0.9857 -1.1347
H 1.3408 -0.1863 -0.5341
I 0.6685 -0.0760 2.1116
I -2.2459 1.2569 0.3394
```

Just the natural (NBO) charges please, in e? Sure, here they are: H 0.23; C -0.41; N -0.78; H 0.32; H 0.18; I 0.23; I 0.23


Ordering by calculated energy gives the sequence one, two, with the first entry being the most stable.


--- one ---
ORCA calculation (ωB97M-V/def2-TZVPD) on a molecular structure, C30H17N3O11V.

2S+1   1
Lowest unoccupied orbital energy   0.2 eV
Gap between HOMO and LUMO   0.220 Eh
E_HOMO   -5.80 eV
Charge   -1

```
62
C30H17N3O11V, DFT ωB97M-V/def2-TZVPD
H 3.2688 1.2399 4.4563
O 5.9904 -0.5963 -3.1119
O -0.8305 -1.3195 0.8309
H 4.0265 0.8317 -2.6493
C -1.1694 -0.2796 -2.9647
C 0.5176 4.2741 1.9454
C -1.9006 -2.8323 2.3042
C -2.9185 -3.1157 3.1883
C 3.3010 -2.1367 -1.2428
C -2.7871 -0.6101 1.9676
C -3.8496 -2.1384 3.4734
H 1.4713 -1.4776 1.7094
O -1.3117 -5.0510 2.3093
C 3.4803 0.0722 -2.1069
C 0.3528 3.0305 1.4082
H -1.8993 -0.4136 -4.9719
H 2.9515 -1.0620 3.6120
C 1.4018 4.4878 3.0223
C 1.9255 2.1235 3.0241
C 2.6131 1.0409 3.6168
H -2.1232 -2.8794 -4.9219
N -4.9193 -2.4338 4.4289
H -0.0405 5.1059 1.5354
O 0.2875 1.5651 -1.1627
H -4.5367 -0.1404 3.0827
O -5.7370 -1.5622 4.6459
C 2.0532 -1.8108 -0.7400
O 5.8128 -2.7001 -2.2826
C -1.7656 -2.3467 -4.0504
C 2.2343 0.3201 -1.5770
C -1.6407 -0.9676 -4.0782
H -2.9780 -4.0890 3.6492
O -4.9321 -3.5378 4.9386
C 1.0603 1.9027 1.9129
O -1.8965 0.9706 0.4000
C 2.4406 -0.2267 3.1505
H 3.7257 -3.1229 -1.1119
V -0.3711 0.2019 -0.1757
C 1.5979 -0.4588 2.0453
C 2.0835 3.4322 3.5465
O 1.9488 2.5991 -2.2608
O 0.1472 -3.6452 1.5953
C 4.0394 -1.1911 -1.9372
C 1.5241 1.6242 -1.7196
C -3.7955 -0.8965 2.8670
C 5.4436 -1.5359 -2.5119
H -0.3369 2.9153 0.5898
C -1.7871 -1.5693 1.6647
N -0.9468 -3.9206 2.0455
C -0.9592 -2.3607 -1.7816
N 1.5302 -0.5974 -0.8984
O -3.6791 1.5523 1.5880
H 1.5295 5.4822 3.4303
H -1.5174 -4.1194 -2.8622
C -2.8333 0.7414 1.3242
C -0.8294 -0.9772 -1.8101
C -1.4239 -3.0411 -2.8973
H 2.7598 3.5706 4.3821
H -0.7024 -2.9188 -0.8915
C 0.9472 0.5629 1.4134
H -1.0724 0.7970 -3.0150
H 1.4531 -2.5264 -0.1941
```

natural (NBO) population analysis, charges in e, atoms 1 to 8: H 0.21; O -0.73; O -0.64; H 0.27; C -0.24; C -0.20; C -0.07; C -0.12


--- two ---
ORCA calculation (ωB97M-V/def2-TZVPD) on a molecular structure, C30H17N3O11V.

2S+1   1
Lowest unoccupied orbital energy   0.1 eV
Gap between HOMO and LUMO   0.207 Eh
E_HOMO   -5.51 eV
Charge   -1

```
62
C30H17N3O11V, DFT ωB97M-V/def2-TZVPD
C 1.4216 2.1080 -4.6644
C 2.0022 0.8499 -4.6583
C -1.0187 0.2997 -1.6886
O -0.7035 1.5687 1.9012
H 3.0909 -0.0953 -0.1375
C 2.1024 -0.2060 1.7725
C 2.3542 0.2618 -3.4502
H -3.0686 -3.3865 4.6179
H 0.9162 -2.1122 -0.2059
O -0.4569 -0.9583 1.8685
C -1.6107 1.5691 -1.4733
C 3.4206 -0.9560 3.6274
H -1.5077 2.0590 -0.5129
C -3.2726 -1.2584 4.8152
O -0.1477 -3.5465 2.2191
C 3.1827 -0.3616 0.9120
C 2.2106 -0.4999 3.1262
H -3.2690 0.8933 4.8200
C 1.5534 2.0344 -2.2852
O 0.8505 3.7257 -0.7365
C 0.9993 2.7929 -5.9958
V 0.3918 0.4274 0.9757
O 0.6817 3.9901 -5.8846
C 0.0711 -2.2537 -2.1902
C -2.4310 1.5865 -3.7414
H -0.8067 -2.0940 -4.1213
O 1.1695 1.6621 0.0413
C 1.2113 2.7233 -3.4366
O -1.9037 2.4462 3.5402
C 4.3829 -0.8430 1.4226
H 5.4417 -1.5004 3.1657
C -0.6441 -1.6189 -3.1611
H -2.7061 3.1811 -2.3079
H 3.5156 -1.1821 4.6818
N 2.1244 0.8236 -2.2696
H -2.0088 -0.1292 -4.9309
H 5.2298 -0.9737 0.7609
C -1.1950 -0.3310 -2.9454
H -2.9498 2.1081 -4.5343
C -1.7703 -2.3164 3.3066
C -1.3343 -1.0626 2.8222
C 0.3223 -1.6053 -0.9589
H 2.8257 -0.7163 -3.4268
C 4.5014 -1.1345 2.7732
H 2.1550 0.3487 -5.6050
H 1.3640 -0.3850 3.7932
N -1.2087 -3.5802 2.8001
O -4.7303 -0.3347 6.3283
C -0.2234 -0.3763 -0.7250
C -2.7410 -2.4155 4.2791
O -1.8597 -4.5881 2.9974
O -4.6299 -2.4821 6.2075
C -1.9072 0.3472 -3.9635
C 1.1916 2.6092 -0.9601
H 0.7610 3.7057 -3.3996
N -4.2939 -1.3666 5.8626
C -1.8996 0.0925 3.3993
O 1.0162 2.0371 -6.9862
C -2.8570 -0.0087 4.3906
C -2.2900 2.1970 -2.4776
C -1.4949 1.4716 2.9685
H 0.4797 -3.2409 -2.3623
```

natural (NBO) population analysis, charges in e, atoms 1 to 8: C -0.07; C -0.21; C 0.00; O -0.65; H 0.27; C -0.12; C 0.02; H 0.28


Ordering by calculated energy gives the sequence one, two, with the first entry being the most stable.


--- one ---
ORCA calculation (ωB97M-V/def2-TZVPD) on a molecular structure, C2HO3S.

2S+1   1
Lowest unoccupied orbital energy   4.1 eV
Gap between HOMO and LUMO   0.282 Eh
E_HOMO   -3.54 eV
Charge   -1

```
7
C2HO3S, DFT ωB97M-V/def2-TZVPD
C -1.0847 1.3595 1.2168
C -0.8607 0.5279 -0.5425
O -2.3538 1.2002 1.2511
O -3.6043 0.6917 -0.9675
S -2.5321 0.0797 -0.1361
H -0.1661 -0.4714 -0.4401
O -3.0375 -1.1337 0.4576
```

Just the natural (NBO) charges please, in e? Sure, here they are: C 0.25; C -0.97; O -0.71; O -0.95; S 2.15; H 0.17; O -0.94


--- two ---
ORCA calculation (ωB97M-V/def2-TZVPD) on 2 unconnected molecules or ions with the total composition C2HO3S.

2S+1   1
Lowest unoccupied orbital energy   3.7 eV
Gap between HOMO and LUMO   0.276 Eh
E_HOMO   -3.80 eV
Charge   -1

```
7
C2HO3S, DFT ωB97M-V/def2-TZVPD
C 0.9789 1.4987 0.9032
O -2.0871 -1.9705 -1.3103
O 1.3224 0.9336 1.8560
S -1.5345 -0.6273 -0.8365
O 0.7667 2.3027 0.0965
C 0.0090 -0.5893 -0.3395
H 0.5446 -1.5479 -0.3695
```

Just the natural (NBO) charges please, in e? Sure, here they are: C 1.06; O -1.05; O -0.57; S 0.90; O -0.56; C -0.92; H 0.15


Ordering by calculated energy gives the sequence two, one, with the first entry being the most stable.


--- one ---
ORCA calculation (ωB97M-V/def2-TZVPD) on a gas-phase ion, C2H8N5 (charge +1).

2S+1   1
Lowest unoccupied orbital energy   -3.9 eV
Gap between HOMO and LUMO   0.398 Eh
E_HOMO   -14.68 eV
Charge   +1
SMILES   N[N+]12NCN1CN2

```
15
C2H8N5, DFT ωB97M-V/def2-TZVPD
N -0.3180 0.5907 -1.1830
H 1.3573 -0.5385 2.1915
H 1.9751 1.0054 -0.6557
N -0.6819 -0.2270 -0.0628
H 1.6439 -0.0766 -1.9781
H -0.6860 1.5339 -1.2594
H -1.9105 -1.8885 0.0242
H -1.2400 0.8829 1.5519
N -0.6166 0.1377 1.2736
H 1.3260 0.8943 1.3820
C 1.1566 0.2581 -1.0308
C 0.9088 -0.0063 1.3692
N -1.7270 -0.9815 -0.3696
N 0.8569 -0.6811 0.0792
H -2.0448 -0.9035 -1.3322
```

natural (NBO) population analysis, charges in e, atoms 1 to 8: N -0.46; H 0.23; H 0.21; N 0.31; H 0.24; H 0.41; H 0.43; H 0.41


--- two ---
ORCA calculation (ωB97M-V/def2-TZVPD) on a gas-phase ion, C2H8N5 (charge +1).

2S+1   1
Lowest unoccupied orbital energy   -4.0 eV
Gap between HOMO and LUMO   0.354 Eh
E_HOMO   -13.68 eV
Charge   +1

```
15
C2H8N5, DFT ωB97M-V/def2-TZVPD
H 0.4482 2.6015 -1.1839
N -1.5654 -0.5927 0.6153
H 0.8834 -2.2638 0.6601
H 1.3073 -1.7998 -1.1841
C 1.0929 -1.5406 -0.1104
N 1.6323 0.6537 0.2133
N 1.9999 -0.5223 0.1719
H -0.7258 -0.2050 -1.4307
H 0.3077 2.9222 0.3240
C -0.5304 -0.1409 -0.3538
H -2.2113 -1.3626 0.1237
N 0.3218 0.9131 0.0247
N 0.0491 2.2649 -0.3286
H -1.9677 0.2133 1.1649
H -1.0419 -1.1410 1.2936
```

natural (NBO) population analysis, charges in e, atoms 1 to 8: H 0.37; N -0.72; H 0.22; H 0.26; C -0.19; N 0.09; N -0.17; H 0.24


--- three ---
ORCA calculation (ωB97M-V/def2-TZVPD) on 2 unconnected molecules or ions with the total composition C2H8N5.

2S+1   1
Lowest unoccupied orbital energy (spin up / spin down)   -5.2 / -5.2 eV
Gap between HOMO and LUMO (spin up / spin down)   0.333 / 0.333 Eh
E_HOMO (spin up / spin down)   -14.28 / -14.28 eV
Charge   +1

```
15
C2H8N5, DFT ωB97M-V/def2-TZVPD
H 0.5605 -0.7653 1.7505
N -1.6759 0.0859 0.0090
H 1.5814 -0.5062 0.3825
C 0.3531 -0.7135 0.7607
H 2.2648 0.1966 -1.0991
N -0.0861 -1.9446 0.1612
H 3.5834 -0.5749 -0.6404
H -2.3917 2.1025 0.2462
N -0.6459 0.2448 0.6207
N -1.0536 -2.2321 -0.3620
H 3.2027 0.9423 0.0633
H -2.5131 1.0349 -1.4380
C -2.5937 1.1255 -0.3200
N 2.8959 0.0693 -0.3302
H -3.4817 0.9346 0.1955
```

natural (NBO) population analysis, charges in e, atoms 1 to 8: H 0.27; N -0.06; H 0.36; C -0.27; H 0.38; N 0.04; H 0.41; H 0.23


--- four ---
ORCA calculation (ωB97M-V/def2-TZVPD) on a gas-phase ion, C2H8N5 (charge +1).

2S+1   1
Lowest unoccupied orbital energy (spin up / spin down)   -4.0 / -4.0 eV
Gap between HOMO and LUMO (spin up / spin down)   0.333 / 0.333 Eh
E_HOMO (spin up / spin down)   -13.10 / -13.10 eV
Charge   +1

```
15
C2H8N5, DFT ωB97M-V/def2-TZVPD
H -2.3304 0.0061 0.1365
H -1.7312 -1.6145 0.6575
C 1.8900 -1.2173 -0.0234
H 2.0553 -1.9347 0.7989
N 1.5296 1.0390 -0.0740
N 0.2388 0.8258 -0.2852
N 2.1674 0.0194 0.3086
N -0.5658 1.9484 0.0268
H 1.6088 -1.5555 -1.0539
H -1.5943 -0.3095 1.4997
H 0.1523 2.6576 0.1108
H -0.3777 -0.9552 -1.2314
N -1.5884 -0.6439 0.4403
C -0.3692 -0.4602 -0.3935
H -1.0854 2.1945 -0.9177
```

natural (NBO) population analysis, charges in e, atoms 1 to 8: H 0.45; H 0.46; C -0.11; H 0.23; N 0.03; N -0.05; N -0.20; N -0.64


Ordering by calculated energy gives the sequence three, two, four, one, with the first entry being the most stable.